Entry 1:
This record from OMol25 describes a structure of composition C7H10O at a distorted geometry. The level of theory is ωB97M-V/def2-TZVPD.

Geometry as XYZ:
```
18
Properties=species:S:1:pos:R:3:lowdin_charge:R:1
O 0.12 -0.87 1.01 -0.077
C -0.75 0.11 0.56 -0.387
C -0.19 1.44 1.18 -0.115
C 0.64 -1.08 -1.05 -0.106
C 1.17 1.10 0.62 -0.137
C -1.68 -0.70 -0.27 -0.121
C 1.17 -0.47 0.27 -0.326
C -0.62 -1.32 -1.26 -0.128
H 2.14 1.44 1.15 0.139
H -2.54 -1.55 0.08 0.172
H -0.96 -2.07 -2.14 0.157
H 1.04 1.65 -0.31 0.106
H 2.23 -0.91 0.31 0.163
H -0.84 2.42 0.92 0.155
H 1.53 -1.02 -1.82 0.148
H -2.00 0.07 -1.10 0.149
H -0.34 0.28 -0.48 0.084
H -0.12 1.47 2.35 0.125
```

Calculated values
2S+1: 1
LUMO level (eV): 1.00
HOMO energy (eV): -8.93
E_tot (Eh): -347.687330
Maximum force (Eh/bohr): 0.131
Relative energy (zero: lowest compared OMol25 entry of this formula, charge and spin) (kcal per mole): 173.1
Net charge: 0
Frontier orbital gap (eV): 9.93

=====

Entry 2:
This record from OMol25 describes a cluster of 2 separate species, C3H3NO2 in total at a distorted geometry. The level of theory is ωB97M-V/def2-TZVPD.

Geometry as XYZ:
```
9
Properties=species:S:1:pos:R:3:lowdin_charge:R:1
O 0.24 0.07 0.08 -0.356
O 1.18 1.06 -1.86 0.197
N -2.74 0.19 -1.28 0.113
C -1.58 0.28 -1.08 -0.091
C 0.85 -0.45 1.19 -0.104
C 0.13 0.80 -1.40 -0.101
H 1.02 -1.50 0.98 0.042
H -0.79 -0.59 1.71 0.212
H 1.70 0.14 1.65 0.088
```

Calculated values
2S+1: 1
LUMO level (spin up / spin down) (eV): -1.37 / -1.37
HOMO energy (spin up / spin down) (eV): -9.31 / -9.31
E_tot (Eh): -321.042432
Maximum force (Eh/bohr): 0.106
Relative energy (zero: lowest compared OMol25 entry of this formula, charge and spin) (kcal per mole): 210.3
Net charge: 0
Frontier orbital gap (spin up / spin down) (eV): 7.94 / 7.94

=====

Entry 3:
This record from OMol25 describes the molecule C4H5F3S at a distorted geometry. The level of theory is ωB97M-V/def2-TZVPD.

Geometry as XYZ:
```
13
Properties=species:S:1:pos:R:3:lowdin_charge:R:1
S -0.48 2.34 -0.51 0.752
F -1.08 -1.68 1.67 0.132
F -0.51 -0.71 -2.15 -0.036
F -0.42 0.27 2.38 0.116
C -0.46 -0.56 1.32 -0.315
C -0.02 -1.31 -1.00 -0.159
C 0.03 -0.26 0.09 -0.228
C 0.70 1.04 -0.21 -0.558
H 1.40 0.95 -1.04 0.082
H 1.42 1.32 0.59 0.096
H -0.65 -2.16 -0.71 0.121
H -0.92 2.50 0.75 -0.134
H 0.98 -1.75 -1.16 0.132
```

Calculated values
SMILES string: FCC(CS)=C(F)F
2S+1: 1
LUMO level (eV): 0.73
HOMO energy (eV): -9.16
E_tot (Eh): -853.161358
Maximum force (Eh/bohr): 0.040
Relative energy (zero: lowest compared OMol25 entry of this formula, charge and spin) (kcal per mole): 4.3
Net charge: 0
Frontier orbital gap (eV): 9.88

=====

Entry 4:
This record from OMol25 describes a structure of composition C31H33AlN8O3S2. The level of theory is ωB97M-V/def2-TZVPD.

Geometry as XYZ:
```
78
Properties=species:S:1:pos:R:3:lowdin_charge:R:1
S 2.38 1.65 -0.49 1.141
S -2.35 1.29 0.54 1.166
Al -0.06 -0.50 -0.68 -0.202
O 1.01 0.96 -0.49 -0.413
O -1.58 0.55 -0.56 -0.404
O -0.17 -1.16 1.02 -0.011
N 3.32 -2.70 -0.06 -0.251
N 3.15 -3.40 -1.16 0.173
N -0.85 -2.27 -1.05 0.028
N 2.57 -1.66 0.06 0.138
N 1.83 -1.64 -1.04 0.039
N 4.28 -3.02 0.86 0.168
N -0.87 -3.11 0.02 0.154
N -0.33 -0.44 -2.72 0.104
C -0.19 -2.38 3.53 -0.021
C -0.27 -4.52 2.41 -0.018
C -1.20 2.54 1.13 -0.285
C -5.22 3.93 -1.75 -0.045
C -3.49 2.27 -1.77 -0.063
C -4.37 3.09 -2.45 -0.048
C 0.85 3.85 0.36 -0.181
C -1.34 -1.60 -4.54 0.033
C 2.94 1.64 1.20 -0.399
C -0.95 -1.53 -3.22 -0.161
C -0.11 -5.16 3.63 -0.057
C -0.13 0.61 -3.52 -0.063
C -4.33 3.14 0.33 -0.073
C 2.66 1.10 3.50 -0.043
C -0.50 0.62 -4.85 -0.009
C -1.17 -2.62 -2.24 -0.213
C 0.00 -4.41 4.80 -0.057
C -0.46 -2.43 1.07 -0.346
C -1.12 -0.51 -5.37 -0.001
C -5.21 3.95 -0.36 -0.045
C 4.19 2.20 1.45 -0.071
C -0.58 3.39 0.01 -0.197
C 3.90 1.66 3.77 -0.042
C 2.17 1.08 2.20 -0.077
C -1.67 -3.97 -2.62 0.013
C -3.47 2.31 -0.39 -0.387
C 1.92 3.39 -0.64 -0.285
C 4.66 2.21 2.75 -0.043
C 2.20 -2.70 -1.76 -0.133
C -0.31 -3.13 2.36 -0.152
C -0.04 -3.02 4.75 -0.063
H -2.73 -3.92 -2.88 0.109
H 5.63 2.64 2.96 0.121
H -5.91 4.57 -2.29 0.119
H -4.34 3.13 1.42 0.120
H -0.57 2.80 -0.90 0.089
H -1.83 -2.49 -4.91 0.128
H 2.08 0.66 4.30 0.115
H 1.60 3.52 -1.68 0.103
H 2.86 3.93 -0.51 0.106
H 3.95 -2.81 1.79 0.115
H 4.57 -3.98 0.72 0.119
H 4.28 1.67 4.78 0.120
H 0.04 -2.45 5.66 0.110
H -5.88 4.60 0.18 0.121
H -1.22 4.25 -0.19 0.127
H -4.40 3.06 -3.53 0.115
H -0.23 -1.30 3.48 0.108
H -0.37 -5.09 1.50 0.112
H 1.14 3.51 1.35 0.110
H -0.31 1.49 -5.46 0.123
H -1.14 -4.35 -3.49 0.097
H -1.76 3.13 1.86 0.112
H 0.12 -4.91 5.75 0.114
H -1.42 -0.54 -6.41 0.129
H -2.83 1.59 -2.30 0.101
H 1.80 -2.96 -2.73 0.131
H -0.45 1.96 1.67 0.076
H 0.35 1.47 -3.06 0.118
H -1.56 -4.65 -1.79 0.084
H 0.90 4.94 0.40 0.129
H -0.08 -6.24 3.67 0.113
H 1.22 0.61 1.98 0.084
H 4.79 2.61 0.64 0.121
```

Calculated values
2S+1: 1
LUMO level (eV): -5.77
HOMO energy (eV): -13.32
E_tot (Eh): -2903.334780
Maximum force (Eh/bohr): 0.014
Relative energy (zero: lowest compared OMol25 entry of this formula, charge and spin) (kcal per mole): 10.7
Net charge: +2
Frontier orbital gap (eV): 7.55

=====

Entry 5:
This record from OMol25 describes the molecule C2H5NO2S at a distorted geometry. The level of theory is ωB97M-V/def2-TZVPD.

Geometry as XYZ:
```
11
Properties=species:S:1:pos:R:3:lowdin_charge:R:1
S 1.12 -1.08 0.37 1.014
O 1.08 0.43 -1.64 -0.101
O 0.98 -2.20 1.22 -0.474
N -0.49 -0.89 -1.02 -0.012
C 0.52 0.35 1.24 -0.261
C 0.00 -0.07 -1.88 -0.512
H -0.46 0.04 -2.81 0.111
H -1.21 -1.54 -1.22 0.075
H 0.38 0.89 0.37 -0.019
H 1.21 0.87 1.92 0.069
H -0.41 0.03 1.88 0.111
```

Calculated values
2S+1: 1
LUMO level (eV): -0.10
HOMO energy (eV): -9.38
E_tot (Eh): -682.542657
Maximum force (Eh/bohr): 0.069
Relative energy (zero: lowest compared OMol25 entry of this formula, charge and spin) (kcal per mole): 60.8
Net charge: 0
Frontier orbital gap (eV): 9.28

=====

Entry 6:
This record from OMol25 describes a structure of composition C7H9N at a distorted geometry. The level of theory is ωB97M-V/def2-TZVPD.

Geometry as XYZ:
```
17
Properties=species:S:1:pos:R:3:lowdin_charge:R:1
N 0.12 -0.21 -0.34 -0.037
C 2.17 0.23 0.80 -0.056
C -1.25 0.39 -1.48 -0.222
C -2.09 -0.31 -2.24 -0.093
C -0.47 -0.25 0.88 -0.168
C 1.40 0.11 -0.34 -0.108
C 0.14 -0.03 2.05 -0.065
C 1.54 0.11 2.01 -0.073
H -1.46 -0.80 0.85 0.154
H -2.95 -0.86 -1.85 0.030
H -1.83 -0.37 -3.31 0.030
H 2.07 0.16 2.95 0.108
H -1.46 0.64 -0.49 0.023
H 3.24 0.35 0.80 0.102
H 1.79 0.10 -1.36 0.125
H -0.39 0.94 -1.94 0.097
H -0.55 -0.19 3.01 0.152
```

Calculated values
2S+1: 1
LUMO level (eV): 0.38
HOMO energy (eV): -7.39
E_tot (Eh): -326.739423
Maximum force (Eh/bohr): 0.097
Relative energy (zero: lowest compared OMol25 entry of this formula, charge and spin) (kcal per mole): 95.1
Net charge: 0
Frontier orbital gap (eV): 7.78

=====

Entry 7:
This record from OMol25 describes a structure of composition C31H48N2O6P2Yb at a distorted geometry. The level of theory is ωB97M-V/def2-TZVPD.

Geometry as XYZ:
```
90
Properties=species:S:1:pos:R:3:lowdin_spin:R:1
Yb -0.42 0.04 -0.42 1.002
P 1.32 1.79 0.18 -0.001
P 0.57 -2.28 -0.66 0.000
O -0.10 -1.96 3.26 0.000
O 1.29 -1.17 9.13 0.000
O 3.73 2.84 4.95 0.000
O 0.09 -2.51 7.85 0.000
O 0.51 -0.26 1.97 0.000
O 3.77 2.51 7.13 0.000
N 3.39 2.17 5.97 0.000
N 0.87 -1.52 7.99 0.000
C 1.18 -0.43 4.39 0.000
C -3.47 -1.83 -1.25 0.000
C 0.99 2.61 1.77 0.000
C 0.98 -3.15 0.89 0.000
C 1.15 0.42 -3.84 0.000
C 2.22 -2.60 -1.33 -0.001
C -2.45 0.65 -1.36 0.001
C 0.13 1.29 -3.99 0.000
C -2.06 0.85 0.95 0.000
C -3.26 1.17 -2.48 0.000
C -2.59 -0.71 -0.76 0.001
C 1.56 3.29 -0.79 0.000
C -2.54 -1.63 1.69 0.000
C 0.96 -1.36 -5.62 0.000
C -0.60 -3.63 -1.04 0.001
C 2.07 0.65 4.53 0.000
C 2.13 0.33 6.96 0.000
C 0.51 -0.89 3.07 0.000
C -0.33 -1.58 -4.90 0.000
C -2.04 1.44 2.32 0.000
C 0.81 -1.14 5.55 0.000
C 1.28 -0.77 6.83 0.000
C -1.37 -0.73 -4.98 0.000
C 3.03 1.25 0.44 0.000
C -1.32 0.49 -5.88 0.000
C 1.83 -0.25 -4.99 0.000
C 2.53 1.02 5.82 0.000
C -2.07 1.60 -0.29 -0.004
C -0.45 1.64 -5.32 0.000
C -2.32 -0.57 0.67 0.000
C -2.13 3.10 -0.43 0.000
H -2.35 -1.06 -4.62 0.000
H 2.43 1.20 3.67 0.000
H 2.20 -2.79 -2.41 0.000
H -1.85 2.53 2.34 0.000
H -0.91 0.19 -6.85 0.000
H -4.21 1.58 -2.07 0.000
H 0.62 3.83 -0.98 0.000
H 2.21 3.95 -0.21 0.000
H -2.33 0.83 -6.15 0.000
H -1.31 0.97 3.00 0.000
H 1.55 0.06 -2.89 0.000
H 2.63 -3.51 -0.88 0.000
H -0.40 1.80 -3.18 0.000
H 3.53 0.97 -0.51 0.000
H -1.80 3.48 -1.42 0.000
H 2.95 -1.79 -1.12 0.000
H 2.10 0.49 -5.76 0.000
H 3.13 0.41 1.14 0.000
H 0.00 -4.46 -1.42 0.000
H 1.86 3.23 2.00 0.000
H -1.52 3.65 0.32 0.000
H -2.81 2.02 -3.03 0.000
H -1.04 2.57 -5.25 0.000
H -1.12 -3.99 -0.13 0.000
H 3.59 2.11 0.85 0.000
H -3.17 3.47 -0.30 0.000
H 0.76 -1.09 -6.67 0.000
H 2.80 -0.67 -4.65 0.000
H 0.17 -3.15 1.62 0.000
H 2.48 0.61 7.94 0.000
H 1.87 -2.75 1.37 0.000
H -3.62 -1.74 1.94 0.000
H 1.52 -2.31 -5.72 0.000
H -4.52 -1.59 -1.01 0.000
H 0.12 3.28 1.72 0.000
H -1.40 -3.42 -1.76 0.000
H 1.20 -4.20 0.65 0.000
H -3.48 -2.08 -2.32 0.000
H 0.84 1.94 2.63 0.000
H 2.05 3.10 -1.75 0.000
H -0.47 -2.59 -4.50 0.000
H 0.13 -1.98 5.52 0.000
H -2.03 -1.44 2.65 0.000
H -3.28 -2.79 -0.72 0.000
H -3.03 1.31 2.81 0.000
H -2.21 -2.65 1.39 0.000
H -3.59 0.42 -3.21 0.000
H 0.35 1.87 -6.04 0.000
```

Calculated values
2S+1: 2
LUMO level (spin up / spin down) (eV): -3.41 / -3.40
HOMO energy (spin up / spin down) (eV): -11.60 / -11.59
E_tot (Eh): -3611.881854
Maximum force (Eh/bohr): 0.094
Expectation value of S²: 0.75
Net charge: +1
Frontier orbital gap (spin up / spin down) (eV): 8.19 / 8.19

=====

Entry 8:
This record from OMol25 describes a structure of composition C37H67N8O3SbSm at a distorted geometry. The level of theory is ωB97M-V/def2-TZVPD.

Geometry as XYZ:
```
117
Properties=species:S:1:pos:R:3:lowdin_spin:R:1
Sm 1.34 -0.76 -0.25 5.072
Sb -4.52 0.95 0.83 0.000
O 0.52 -2.00 -2.14 -0.006
O 0.43 -2.98 0.25 -0.004
O 1.17 -1.25 1.99 -0.006
N 5.21 0.85 1.95 0.000
N 0.51 2.61 -2.52 0.000
N 2.10 0.90 -2.05 -0.011
N 0.73 -2.51 3.84 0.000
N 3.26 2.06 2.03 -0.002
N 2.76 2.82 -3.27 0.000
N -1.22 -3.29 -2.93 -0.001
N 3.41 0.42 0.41 -0.012
C 3.00 -0.03 -2.60 -0.002
C -0.60 1.84 -2.08 0.000
C 1.24 -1.38 4.60 0.000
C 4.15 -2.36 -3.70 -0.003
C 3.83 3.26 2.71 0.000
C -0.26 -3.01 -2.04 0.000
C 4.16 -2.17 -2.31 0.000
C -3.55 1.30 3.71 0.000
C 3.50 -1.45 -4.55 -0.001
C 4.08 2.92 -2.70 0.000
C -5.98 0.67 3.62 0.000
C -5.47 -0.88 -0.09 0.000
C -4.61 0.45 3.07 0.000
C 4.53 -3.29 -1.45 -0.003
C 2.48 3.38 -4.58 0.000
C 6.23 0.35 1.07 0.000
C -1.02 -2.72 -4.27 0.000
C -6.83 -0.54 -0.71 0.000
C 3.72 -0.93 -1.64 -0.004
C 0.68 -2.31 2.53 0.000
C 0.29 4.04 -2.77 0.000
C 0.00 -3.30 1.59 0.000
C 4.15 -1.93 0.55 -0.006
C -5.50 2.92 0.42 0.000
C -2.36 -4.16 -2.70 0.000
C -0.19 -3.80 -0.77 0.000
C -5.43 -1.90 1.04 0.000
C 5.44 0.79 3.39 0.000
C 2.96 -0.29 -3.96 -0.002
C -0.19 -3.42 4.55 0.000
C -7.04 3.03 0.56 0.000
C 3.96 1.04 1.44 -0.002
C 4.58 -3.15 -0.07 0.001
C 1.79 2.09 -2.59 0.000
C 1.83 2.17 1.88 0.000
C 3.89 -0.78 -0.22 -0.005
C -4.95 3.49 -0.91 0.000
H -5.94 0.28 4.65 0.000
H -6.83 0.23 3.11 0.000
H -2.55 1.15 3.30 0.000
H -7.44 2.64 1.49 0.000
H -7.15 -1.45 -1.27 0.000
H 4.74 -4.11 0.49 0.000
H -0.26 4.40 -1.91 0.000
H 4.42 1.96 -2.34 0.000
H -0.52 -3.46 -4.90 0.000
H 0.36 -4.35 1.81 0.000
H 4.87 3.14 3.05 0.000
H 4.80 3.22 -3.44 0.000
H -3.25 -3.56 -2.85 0.000
H -0.30 4.20 -3.71 0.000
H -5.15 2.78 -1.73 0.000
H -0.60 0.77 -2.39 0.000
H -5.60 -2.87 0.57 0.000
H 0.48 -4.66 -0.90 0.000
H -7.62 -0.27 0.01 0.000
H 5.78 -0.21 3.65 0.000
H -3.49 1.13 4.78 0.000
H 0.15 -3.35 5.57 0.000
H 4.09 3.58 -1.80 0.000
H -1.18 -4.07 -0.41 0.000
H 1.41 3.22 -4.82 0.000
H -6.20 -1.76 1.86 0.000
H 4.59 -3.33 -4.08 0.000
H -5.04 3.40 1.35 0.000
H -5.39 4.47 -1.11 0.000
H -7.52 2.51 -0.28 0.000
H 1.49 3.21 1.69 0.000
H -2.02 -2.52 -4.72 0.000
H 1.27 -1.67 5.63 0.000
H -0.41 -1.79 -4.18 0.000
H -6.11 1.76 3.85 0.000
H -3.84 3.63 -0.84 0.000
H 4.05 -1.78 1.63 0.000
H -4.30 -0.60 3.08 0.000
H 4.56 1.06 4.01 0.000
H 3.06 2.78 -5.37 0.000
H 1.50 1.58 1.02 0.000
H 5.87 0.50 0.04 0.000
H 1.32 1.78 2.75 0.000
H -7.50 4.02 0.37 0.000
H -0.08 -4.43 4.22 0.000
H -1.11 -3.17 1.59 0.000
H 4.83 -4.26 -1.90 0.000
H -2.43 -4.55 -1.66 0.000
H 6.50 -0.71 1.28 0.000
H 2.48 0.38 -4.65 0.000
H 6.26 1.53 3.63 0.000
H 1.22 4.61 -2.90 0.000
H 3.87 4.05 1.97 0.000
H -4.68 -1.02 -0.90 0.000
H -6.77 0.22 -1.48 0.000
H 3.15 3.53 3.52 0.000
H -3.81 2.36 3.56 0.000
H 0.54 -0.52 4.65 0.000
H 3.30 -1.69 -5.63 0.000
H 2.73 4.42 -4.67 0.000
H -1.54 2.21 -2.55 0.000
H 2.20 -0.97 4.31 0.000
H -2.34 -5.03 -3.32 0.000
H -0.64 1.81 -1.01 0.000
H 7.17 0.99 1.09 0.000
H -1.25 -3.12 4.52 0.000
H -4.41 -1.98 1.47 0.000
```

Calculated values
2S+1: 6
LUMO level (spin up / spin down) (eV): -8.68 / -7.62
HOMO energy (spin up / spin down) (eV): -13.04 / -13.04
E_tot (Eh): -3011.122539
Maximum force (Eh/bohr): 0.062
Relative energy (zero: lowest compared OMol25 entry of this formula, charge and spin) (kcal per mole): 6.5
Expectation value of S²: 8.76
Net charge: +3
Frontier orbital gap (spin up / spin down) (eV): 4.36 / 5.41